The molecule C19H24N2O4S at a distorted geometry, computed with ωB97M-V with the def2-TZVPD basis set.

Element x y z (Å)
H1 -0.84 0.69 -1.54
S1 -0.21 -3.04 1.42
H2 -4.99 -2.46 -0.60
H3 6.53 1.12 -2.22
C1 5.40 0.28 -0.61
H4 7.49 0.69 -0.80
H5 -1.94 4.85 0.35
C2 -0.17 2.20 -0.18
C3 -0.66 3.45 0.52
C4 4.09 0.69 -0.84
C5 6.54 1.10 -1.13
H6 -4.60 -0.86 -2.44
H7 3.90 1.60 -1.39
C6 -1.08 -0.77 0.63
C7 -2.43 1.17 1.50
C8 -4.49 -2.80 -1.50
C9 -1.97 0.39 0.26
C10 -3.19 -0.15 -0.49
C11 -1.52 -1.96 1.11
H8 -2.03 1.96 -1.22
C12 0.88 -1.76 0.84
C13 -3.85 -1.62 -2.22
H9 -2.53 -0.43 2.96
C14 4.55 -1.64 0.57
C15 3.24 -1.22 0.34
H10 -1.55 1.62 1.97
O1 -0.18 3.92 1.51
O2 -2.82 -1.03 -1.42
C16 -1.28 1.32 -0.76
C17 3.02 -0.05 -0.37
H11 2.00 0.27 -0.56
H12 -5.21 -3.27 -2.16
H13 -4.06 -0.11 2.12
H14 -3.48 1.00 3.36
H15 0.46 2.55 -1.00
H16 2.48 -2.89 1.25
N1 0.27 -0.68 0.48
H17 4.73 -2.55 1.12
H18 -3.09 1.97 1.15
C18 -3.17 0.35 2.55
H19 -3.73 -3.53 -1.23
H20 -2.53 -2.28 1.29
O3 -1.68 4.04 -0.12
C19 5.61 -0.89 0.10
N2 2.20 -2.01 0.84
H21 6.47 2.13 -0.77
O4 -4.32 0.20 -0.32
H22 -3.35 -1.93 -3.14
H23 0.45 1.64 0.51
H24 6.62 -1.23 0.28

## Properties
- SMILES = CCOC(=O)[C@](CC)(CCC(=O)O)c1csc(Nc2ccc(C)cc2)n1
- orbital gap (eV) = 8.13
- energy relative to the best compared isomer or geometry (same formula, charge and spin) (kJ/mol) = 13.8
- largest force on an atom (eV/A) = 1.245
- LUMO energy (hartree) = 0.017
- spin multiplicity = 1

A structure of composition C4H6O3S at a distorted geometry, computed with ωB97M-V with the def2-TZVPD basis set.

Element x y z (Å)
C1 0.85 -1.20 0.00
O1 1.03 1.29 -0.18
C2 -0.89 0.57 -0.69
C3 -0.32 1.66 0.16
O2 -0.63 2.51 0.90
O3 0.41 -0.95 1.37
H1 -1.35 0.94 -1.60
H2 1.04 0.03 -1.77
S1 -2.25 -0.38 0.06
H3 1.94 -1.49 -0.04
C4 0.55 0.08 -0.79
H4 -1.73 -0.66 1.30
H5 0.38 -2.12 -0.48
H6 0.95 -0.28 1.77

## Properties
- orbital gap (eV) = 10.20
- energy relative to the best compared isomer or geometry (same formula, charge and spin) (kJ/mol) = 101.1
- largest force on an atom (eV/A) = 2.110
- LUMO energy (hartree) = 0.023
- spin multiplicity = 1